Record 1
The following is a quantum chemistry calculation of a structure of composition C9H17ClI2MnN2OP, from OMol25.

Atoms and positions in Å:
I  1.08477  2.40560  -0.52118
I  0.83150  -2.57958  -0.22091
Mn  0.60110  -0.02648  -0.15746
P  -0.50834  0.03736  -2.25731
C  0.55952  0.23275  -3.72824
C  -1.48556  -1.45812  -2.64986
H  -2.48367  1.27463  -1.61405
H  -2.22412  1.31184  -3.39376
H  -1.24238  2.35499  -2.30529
C  -1.73760  1.37864  -2.42272
H  -2.31693  -1.53711  -1.93129
H  -1.87663  -1.38266  -3.67088
H  -0.08530  0.32384  -4.61426
H  1.21337  -0.64746  -3.84149
H  -0.85369  -2.34435  -2.54861
H  1.18362  1.13303  -3.63434
C  2.20914  -0.41628  -0.97835
O  3.28151  -0.37132  -1.45033
Cl  -1.57527  -0.14432  0.46818
C  3.49510  -1.17163  4.36080
C  2.42595  -0.50345  3.59869
C  1.35881  0.26035  4.05372
C  0.65394  0.70237  2.92492
N  1.23156  0.16318  1.81216
N  2.33356  -0.50722  2.25347
C  -0.51215  1.60076  2.97986
H  4.17116  -0.43756  4.82255
H  3.03234  -1.74512  5.17821
H  4.09277  -1.84844  3.73538
H  1.11404  0.46391  5.08002
H  2.94031  -1.02554  1.62060
H  -1.38183  1.06812  3.39009
H  -0.28264  2.42469  3.67523
H  -0.78168  2.01076  1.99944

The calculation puts the orbital gap (spin up / spin down) at 6.1 / 3.6 eV. As for the total charge: +2. As for the spin multiplicity: 5. The value obtained for the energy above the lowest of the compared OMol25 structures with the same formula, charge and spin is 27.75 kcal per mole.

Löwdin atomic charge list, values in e, 6 entries:
1 I 0.88
2 I 1.04
3 Mn -0.43
4 P 0.66
5 C -0.22
6 C -0.26

---

Record 2
The following is a quantum chemistry calculation of a cluster of 2 separate species, C3H9NO2S in total, from OMol25.

Atoms and positions in Å:
C  -1.10181  0.82172  1.26997
C  -0.17012  -2.51740  -0.06586
C  0.25387  0.30859  1.70574
N  0.38040  -1.42023  -2.29041
O  0.85780  -0.33801  0.65061
O  -0.48178  -2.07812  -1.11974
S  1.20554  1.83691  2.39134
H  -1.01740  1.73465  0.69201
H  -1.78703  0.87962  2.26279
H  -1.56448  0.12176  0.46697
H  0.78492  -2.63156  0.30755
H  0.16910  -0.37978  2.46418
H  -0.09903  -1.53181  -3.13125
H  1.14864  -1.99788  -2.26188
H  0.80773  0.19399  -0.18299
H  -0.03379  2.02955  2.79058

The calculation puts the orbital gap at 8.7 eV. The value obtained for the energy above the lowest of the compared OMol25 structures with the same formula, charge and spin is 176.16 kcal per mole.

natural (NBO) atomic charge list, values in e, 6 entries:
1 C -0.68
2 C 0.18
3 C 0.06
4 N -0.64
5 O -0.72
6 O -0.34

---

Record 3
The following is a quantum chemistry calculation of an isolated molecule of C5H7N4O3PS, from OMol25.

Atoms and positions in Å:
C  -0.85326  0.11535  0.54659
C  -0.00084  -2.81631  0.83271
C  -0.42741  -2.04326  0.00211
C  -2.16663  2.24766  0.87355
C  2.37574  -1.13327  -1.42738
N  -2.31280  -0.74848  -0.84349
N  -2.79352  0.33517  -0.43781
N  -1.13145  -0.91801  -0.27615
N  -1.94913  0.91576  0.43466
O  3.06320  0.95612  0.57389
O  0.89342  2.12987  -0.34016
O  1.41061  -0.13337  -1.10618
P  1.74581  0.94696  -0.00508
S  0.39166  0.20379  1.64224
H  0.47170  -3.57200  1.38457
H  -3.21161  2.49074  0.82063
H  -1.81952  2.43552  1.84141
H  -1.57159  2.89547  0.34412
H  3.27176  -0.78973  -2.15026
H  1.78932  -1.93225  -2.12721
H  2.82452  -1.58573  -0.58275

The calculation puts the orbital gap at 8.9 eV. The value obtained for the energy above the lowest of the compared OMol25 structures with the same formula, charge and spin is 22.68 kcal per mole.

natural (NBO) atomic charge list, values in e, 6 entries:
1 C 0.28
2 C -0.12
3 C 0.13
4 C -0.42
5 C -0.26
6 N 0.01